(1)
{
  "formula": "C21H42IN3O3",
  "method": "the ωB97M-V functional and the def2-TZVPD basis",
  "symbols": ["C", "C", "I", "C", "C", "C", "C", "C", "N", "N", "N", "C", "O", "O", "C", "O", "H", "H", "H", "H", "H", "H", "H", "H", "H", "H", "H", "H", "H", "H", "C", "C", "C", "C", "C", "C", "H", "H", "H", "H", "H", "H", "H", "H", "H", "H", "H", "H", "H", "H", "C", "C", "C", "C", "C", "C", "H", "H", "H", "H", "H", "H", "H", "H", "H", "H", "H", "H", "H", "H"],
  "coordinates": [[4.47, 1.47, -0.80], [4.31, 0.41, -2.00], [2.97, -1.18, -1.26], [3.74, 1.01, -3.37], [4.00, 2.58, -3.56], [3.17, 3.67, -3.14], [1.76, 3.59, -2.39], [0.58, 2.91, -3.26], [-0.61, 3.83, -3.28], [0.94, 2.69, -4.69], [0.13, 1.66, -2.56], [3.92, 5.02, -3.54], [3.65, 6.12, -3.01], [4.92, 4.71, -4.51], [5.21, 3.33, -4.25], [6.33, 2.95, -4.62], [5.54, 1.86, -0.70], [3.76, 2.35, -0.84], [4.22, 0.91, 0.18], [5.36, -0.02, -2.19], [4.23, 0.44, -4.23], [2.62, 0.74, -3.40], [1.84, 3.01, -1.40], [1.44, 4.67, -2.17], [-1.14, 3.73, -2.41], [-0.31, 4.79, -3.46], [1.68, 1.98, -4.81], [0.09, 2.24, -5.10], [-0.31, 1.00, -3.22], [0.94, 1.17, -2.15], [-5.69, 0.02, -1.31], [-4.73, -1.16, -1.31], [-4.22, -1.53, 0.08], [-3.39, -0.45, 0.78], [-2.16, 0.02, 0.01], [-1.13, -1.08, -0.22], [-5.20, 0.93, -0.95], [-6.05, 0.22, -2.32], [-6.55, -0.18, -0.67], [-3.90, -0.96, -1.99], [-5.26, -2.03, -1.73], [-3.63, -2.45, 0.00], [-5.08, -1.78, 0.72], [-3.08, -0.83, 1.75], [-4.03, 0.42, 0.99], [-1.68, 0.83, 0.58], [-2.45, 0.46, -0.95], [-0.79, -1.50, 0.73], [-0.26, -0.68, -0.74], [-1.54, -1.89, -0.83], [-1.63, -2.83, 6.80], [-1.46, -2.08, 5.48], [-1.53, -2.99, 4.26], [-0.44, -4.07, 4.18], [0.99, -3.54, 4.20], [1.32, -2.65, 3.01], [-0.84, -3.56, 6.96], [-1.61, -2.13, 7.64], [-2.60, -3.35, 6.83], [-0.51, -1.53, 5.50], [-2.25, -1.33, 5.40], [-1.50, -2.37, 3.36], [-2.51, -3.49, 4.24], [-0.60, -4.65, 3.26], [-0.57, -4.78, 5.00], [1.67, -4.40, 4.19], [1.19, -3.00, 5.13], [1.17, -3.18, 2.07], [2.37, -2.33, 3.05], [0.70, -1.75, 3.00]],
  "homo_lumo_gap_ev": 8.47,
  "smiles": "C[C@@H](I)CC1=C(CC(N)(N)N)C(=O)OC1=O.CCCCCC.CCCCCC",
  "lumo_energy_ev": -1.1,
  "homo_energy_ev": -9.606
}

(2)
{
  "formula": "C21H42MoN6O3Si",
  "method": "the ωB97M-V functional and the def2-TZVPD basis",
  "symbols": ["Mo", "C", "C", "C", "C", "C", "H", "H", "H", "H", "H", "N", "C", "C", "C", "C", "N", "C", "N", "N", "C", "O", "O", "H", "H", "H", "H", "H", "H", "H", "H", "H", "H", "H", "H", "H", "H", "C", "N", "C", "C", "C", "N", "C", "C", "O", "H", "H", "H", "H", "H", "H", "H", "H", "H", "H", "H", "H", "C", "Si", "C", "C", "C", "H", "H", "H", "H", "H", "H", "H", "H", "H", "H", "H"],
  "coordinates": [[0.19, -1.59, 0.73], [-0.70, -3.02, 2.51], [0.36, -2.31, 3.12], [1.54, -2.64, 2.42], [1.21, -3.59, 1.42], [-0.17, -3.84, 1.48], [-1.73, -3.03, 2.82], [0.30, -1.69, 3.99], [2.54, -2.34, 2.68], [1.91, -4.21, 0.91], [-0.68, -4.68, 1.04], [2.24, -1.41, -0.12], [2.58, -0.01, -0.47], [4.08, 0.32, -0.26], [4.86, 0.83, -1.49], [4.24, 2.04, -2.21], [3.87, 3.11, -1.28], [4.39, 4.31, -1.10], [3.83, 5.10, -0.18], [5.45, 4.74, -1.78], [1.64, 0.94, 0.33], [1.88, 2.15, 0.28], [0.67, 0.39, 0.95], [2.91, -1.75, 0.55], [2.28, -2.02, -0.94], [2.27, 0.15, -1.51], [4.56, -0.59, 0.09], [4.17, 1.06, 0.53], [4.94, 0.01, -2.20], [5.87, 1.08, -1.15], [3.33, 1.74, -2.72], [4.96, 2.41, -2.95], [3.10, 2.84, -0.65], [3.00, 4.79, 0.29], [4.26, 5.96, 0.11], [5.93, 4.13, -2.42], [5.72, 5.70, -1.76], [-2.52, 0.90, 2.64], [-3.43, -0.12, 2.12], [-4.83, -0.02, 2.56], [-5.48, -1.38, 2.52], [-5.25, -2.02, 1.16], [-3.82, -2.03, 0.84], [-3.42, -2.92, -0.25], [-3.00, -1.06, 1.27], [-1.79, -1.04, 0.91], [-2.34, 0.71, 3.70], [-3.02, 1.87, 2.54], [-1.58, 0.92, 2.10], [-5.36, 0.69, 1.92], [-4.82, 0.35, 3.58], [-6.56, -1.29, 2.68], [-5.10, -2.02, 3.32], [-5.82, -1.50, 0.38], [-5.58, -3.06, 1.21], [-4.19, -3.67, -0.34], [-2.49, -3.42, -0.03], [-3.36, -2.38, -1.20], [0.30, 1.25, -2.91], [-1.03, 0.31, -1.94], [-1.76, 1.56, -0.73], [-2.43, -0.13, -3.12], [-0.28, -1.32, -1.33], [-0.15, 2.09, -3.42], [0.79, 0.64, -3.68], [1.06, 1.66, -2.27], [-2.08, 2.40, -1.34], [-1.02, 1.96, -0.05], [-2.62, 1.21, -0.16], [-2.85, 0.77, -3.58], [-3.29, -0.63, -2.65], [-2.09, -0.76, -3.94], [0.50, -1.57, -2.05], [-1.08, -2.05, -1.52]],
  "homo_lumo_gap_ev": [8.28, 8.52],
  "spin_multiplicity": 3,
  "lumo_energy_ev": [-5.4, -5.6],
  "charge": 2,
  "homo_energy_ev": [-13.636, -14.131]
}

(3)
{
  "formula": "C21H42NO3P3Ru",
  "method": "the ωB97M-V functional and the def2-TZVPD basis",
  "symbols": ["P", "C", "H", "H", "H", "C", "H", "H", "H", "C", "H", "H", "H", "P", "C", "H", "H", "H", "C", "H", "H", "H", "C", "H", "H", "H", "P", "C", "H", "H", "H", "C", "H", "H", "H", "C", "H", "H", "H", "Ru", "C", "O", "C", "O", "C", "C", "C", "C", "C", "C", "H", "H", "H", "H", "H", "H", "C", "N", "C", "C", "C", "O", "H", "H", "H", "H", "H", "H", "H", "H", "H"],
  "coordinates": [[3.43, -1.13, -0.08], [3.96, -1.18, 1.66], [5.01, -1.48, 1.76], [3.31, -1.87, 2.22], [3.81, -0.16, 2.07], [4.08, -2.72, -0.72], [4.04, -2.71, -1.82], [3.43, -3.53, -0.36], [5.11, -2.88, -0.37], [4.64, 0.08, -0.74], [5.66, -0.32, -0.70], [4.58, 0.99, -0.14], [4.38, 0.33, -1.77], [-1.23, 3.21, -1.01], [-1.26, 3.82, 0.69], [-1.59, 4.87, 0.68], [-0.26, 3.75, 1.14], [-1.97, 3.21, 1.27], [-0.07, 4.36, -1.82], [-0.05, 4.20, -2.91], [0.94, 4.18, -1.42], [-0.37, 5.39, -1.59], [-2.93, 3.40, -1.58], [-3.18, 4.47, -1.64], [-3.58, 2.91, -0.84], [-3.06, 2.92, -2.56], [-2.41, -1.99, 0.17], [-3.02, -2.20, 1.83], [-3.55, -3.16, 1.91], [-3.70, -1.36, 2.07], [-2.16, -2.18, 2.52], [-3.67, -2.09, -1.09], [-4.39, -2.86, -0.78], [-3.24, -2.35, -2.07], [-4.18, -1.12, -1.18], [-1.03, -3.07, -0.14], [-1.40, -4.10, -0.08], [-0.27, -2.90, 0.64], [-0.59, -2.90, -1.12], [-0.59, 0.62, -1.77], [0.58, 1.29, -0.47], [1.39, 1.61, 0.33], [-1.77, -0.21, 0.03], [-2.09, 0.55, 0.93], [-1.53, 0.22, -3.70], [-0.97, -0.98, -3.25], [0.35, -1.02, -2.80], [1.12, 0.14, -2.84], [0.57, 1.34, -3.33], [-0.78, 1.40, -3.71], [-2.59, 0.26, -3.97], [-1.58, -1.88, -3.22], [0.77, -1.94, -2.41], [2.16, 0.09, -2.53], [1.19, 2.23, -3.39], [-1.26, 2.35, -3.98], [0.65, -2.43, 5.95], [0.54, -1.83, 4.63], [0.03, -0.47, 4.54], [0.65, -2.54, 3.48], [1.05, -3.97, 3.60], [0.41, -1.98, 2.39], [0.60, -1.63, 6.69], [1.60, -2.97, 6.07], [-0.16, -3.15, 6.16], [0.53, 0.10, 3.75], [-1.05, -0.47, 4.30], [0.19, 0.01, 5.51], [1.18, -4.37, 2.60], [2.00, -4.07, 4.15], [0.28, -4.56, 4.13]],
  "homo_lumo_gap_ev": [5.64, 4.34],
  "spin_multiplicity": 5,
  "lumo_energy_ev": [-10.9, -15.3],
  "charge": 4,
  "homo_energy_ev": [-16.498, -19.632]
}

(4)
{
  "formula": "C21H43BIN2O7P",
  "method": "the ωB97M-V functional and the def2-TZVPD basis",
  "symbols": ["C", "C", "B", "O", "O", "C", "O", "O", "P", "O", "I", "H", "H", "H", "H", "H", "H", "H", "C", "C", "C", "C", "C", "C", "N", "O", "C", "C", "C", "H", "H", "H", "H", "H", "H", "H", "H", "H", "H", "H", "H", "H", "H", "H", "H", "H", "H", "C", "C", "C", "C", "C", "C", "N", "O", "C", "C", "C", "H", "H", "H", "H", "H", "H", "H", "H", "H", "H", "H", "H", "H", "H", "H", "H", "H", "H"],
  "coordinates": [[-0.06, -0.61, 1.30], [-1.34, -0.27, 0.39], [-2.40, -1.52, 0.29], [-2.15, -2.82, 0.84], [-3.63, -1.24, -0.44], [-4.72, -2.02, 0.02], [-5.13, -2.94, -0.75], [-5.35, -1.89, 1.29], [-6.45, -0.57, 1.37], [-8.04, -1.27, 1.30], [-6.35, 0.87, -0.61], [0.88, -0.48, 0.64], [0.06, 0.17, 2.13], [-0.03, -1.68, 1.70], [-1.94, 0.64, 0.76], [-1.00, -0.06, -0.70], [-1.81, -3.37, 0.09], [-8.63, -0.65, 1.80], [0.82, 6.95, 1.30], [-0.22, 5.85, 1.61], [-0.84, 6.07, 3.00], [0.07, 5.69, 4.16], [0.61, 4.27, 3.98], [1.29, 4.06, 2.61], [0.44, 4.51, 1.47], [-0.55, 3.58, 1.31], [2.65, 4.82, 2.59], [1.71, 2.58, 2.49], [-1.34, 6.08, 0.56], [1.61, 6.59, 0.64], [0.37, 7.81, 0.79], [1.29, 7.36, 2.20], [-1.77, 5.48, 3.09], [-1.14, 7.12, 3.12], [0.89, 6.40, 4.25], [-0.48, 5.74, 5.10], [1.32, 4.05, 4.79], [-0.21, 3.56, 4.10], [3.12, 4.75, 1.61], [3.34, 4.38, 3.32], [2.57, 5.87, 2.86], [0.87, 1.89, 2.60], [2.43, 2.31, 3.27], [2.18, 2.38, 1.52], [-0.96, 5.92, -0.46], [-1.72, 7.10, 0.62], [-2.20, 5.42, 0.71], [0.66, -3.31, -4.42], [1.44, -3.17, -3.09], [2.92, -3.55, -3.29], [3.16, -5.05, -3.40], [2.52, -5.79, -2.23], [1.02, -5.46, -2.07], [0.76, -3.99, -2.04], [1.17, -3.52, -0.82], [0.22, -6.12, -3.21], [0.49, -6.18, -0.80], [1.39, -1.64, -2.78], [-0.39, -3.55, -4.25], [0.66, -2.38, -5.00], [1.09, -4.07, -5.08], [3.52, -3.17, -2.45], [3.32, -3.06, -4.18], [2.78, -5.43, -4.35], [4.24, -5.25, -3.40], [2.65, -6.87, -2.38], [3.06, -5.54, -1.31], [-0.84, -5.84, -3.17], [0.27, -7.21, -3.14], [0.59, -5.88, -4.21], [1.04, -5.90, 0.10], [0.59, -7.26, -0.90], [-0.57, -5.95, -0.63], [0.36, -1.31, -2.62], [1.80, -1.07, -3.62], [1.99, -1.37, -1.91]],
  "homo_lumo_gap_ev": [8.92, 8.78],
  "spin_multiplicity": 3,
  "lumo_energy_ev": [0.0, -0.3],
  "homo_energy_ev": [-8.966, -9.082]
}

(5)
{
  "formula": "C21H43BNO7",
  "method": "the ωB97M-V functional and the def2-TZVPD basis",
  "symbols": ["C", "C", "C", "C", "C", "B", "C", "C", "O", "C", "O", "C", "O", "C", "C", "O", "O", "C", "C", "C", "C", "H", "H", "H", "H", "H", "H", "H", "H", "H", "H", "H", "H", "H", "H", "H", "H", "H", "H", "H", "H", "H", "H", "H", "H", "H", "H", "H", "H", "C", "O", "C", "C", "N", "C", "C", "O", "C", "H", "H", "H", "H", "H", "H", "H", "H", "H", "H", "H", "H", "H", "H", "H"],
  "coordinates": [[-3.70, 3.64, -1.31], [-3.03, 2.94, -0.60], [-2.07, 2.19, 0.23], [-0.66, 2.84, 0.09], [0.51, 1.86, -0.03], [0.64, 1.05, -1.47], [-0.37, -0.24, -1.57], [-0.48, -1.09, -0.33], [-1.47, -1.73, -0.07], [0.21, 2.05, -2.71], [1.03, 3.25, -2.80], [0.51, 4.10, -3.74], [-0.41, 4.98, -3.09], [-0.78, 6.01, -4.02], [-1.87, 6.82, -3.33], [-3.12, 6.46, -3.91], [2.11, 0.73, -1.57], [2.49, -0.08, -2.63], [2.69, -1.57, -2.23], [2.82, -2.39, -3.53], [1.49, -2.66, -4.23], [-4.23, 4.03, -2.14], [-2.10, 1.12, 0.04], [-2.41, 2.33, 1.26], [-0.51, 3.41, 1.01], [-0.67, 3.60, -0.69], [0.59, 1.19, 0.84], [1.42, 2.47, 0.00], [-1.38, 0.15, -1.76], [-0.18, -0.93, -2.41], [0.36, -1.12, 0.40], [0.25, 1.54, -3.69], [-0.84, 2.38, -2.61], [1.34, 4.65, -4.22], [-0.04, 3.58, -4.53], [-1.15, 5.52, -4.92], [0.13, 6.58, -4.22], [-1.83, 6.59, -2.26], [-1.63, 7.89, -3.44], [-3.79, 6.78, -3.31], [1.81, -0.08, -3.49], [3.48, 0.27, -2.97], [3.59, -1.68, -1.63], [1.86, -1.92, -1.61], [3.47, -1.80, -4.19], [3.33, -3.34, -3.35], [0.81, -3.29, -3.64], [0.95, -1.75, -4.47], [1.71, -3.12, -5.19], [1.71, -3.59, 6.90], [0.54, -2.85, 6.59], [0.77, -1.77, 5.68], [0.04, -2.01, 4.38], [0.64, -3.11, 3.63], [-0.14, -3.54, 2.47], [-1.49, -4.18, 2.73], [-1.42, -5.44, 3.38], [-1.42, -5.39, 4.80], [1.44, -4.33, 7.64], [2.10, -4.10, 6.01], [2.48, -2.93, 7.31], [1.84, -1.62, 5.50], [0.37, -0.87, 6.15], [0.08, -1.10, 3.77], [-1.01, -2.22, 4.62], [0.75, -3.90, 4.26], [0.47, -4.26, 1.93], [-0.28, -2.68, 1.80], [-1.95, -4.38, 1.76], [-2.18, -3.51, 3.26], [-2.01, -4.55, 5.17], [-0.40, -5.33, 5.19], [-1.87, -6.31, 5.17]],
  "homo_lumo_gap_ev": 7.32,
  "lumo_energy_ev": 2.5,
  "charge": -1,
  "homo_energy_ev": -4.777
}

(6)
{
  "formula": "C21H43BiGeN2O5Se2Te2",
  "method": "the ωB97M-V functional and the def2-TZVPD basis",
  "symbols": ["Bi", "C", "C", "C", "C", "O", "Ge", "O", "C", "C", "C", "C", "O", "C", "C", "C", "C", "H", "H", "H", "H", "H", "H", "H", "H", "H", "H", "H", "H", "H", "H", "H", "H", "H", "H", "H", "H", "H", "H", "H", "H", "H", "H", "H", "C", "O", "C", "C", "O", "C", "H", "H", "H", "H", "H", "H", "H", "H", "H", "H", "Se", "Te", "Te", "Se", "N", "C", "C", "C", "N", "C", "C", "H", "H", "H", "H", "H", "H"],
  "coordinates": [[-0.21, 0.87, -0.08], [-0.01, -2.07, 4.21], [0.85, -1.52, 3.08], [1.72, -2.63, 2.52], [1.73, -0.39, 3.60], [0.05, -0.98, 2.01], [-1.79, -1.02, 1.97], [-1.78, 0.91, 1.69], [-2.47, 1.75, 2.66], [-3.94, 1.34, 2.68], [-1.83, 1.53, 4.03], [-2.36, 3.22, 2.28], [-1.58, -0.98, 0.00], [-2.67, -1.42, -0.87], [-3.52, -2.46, -0.14], [-2.05, -2.08, -2.09], [-3.53, -0.22, -1.23], [0.63, -2.45, 5.00], [-0.64, -2.89, 3.87], [-0.65, -1.30, 4.65], [2.33, -3.07, 3.30], [2.37, -2.24, 1.74], [1.10, -3.42, 2.09], [2.38, -0.74, 4.40], [1.11, 0.42, 4.00], [2.35, 0.00, 2.80], [-4.06, 0.30, 2.98], [-4.38, 1.47, 1.69], [-4.49, 1.97, 3.38], [-1.93, 0.49, 4.35], [-2.32, 2.15, 4.78], [-0.77, 1.79, 4.00], [-2.91, 3.43, 1.36], [-1.32, 3.52, 2.14], [-2.79, 3.82, 3.07], [-2.89, -3.27, 0.24], [-4.23, -2.89, -0.84], [-4.08, -2.03, 0.69], [-1.52, -2.99, -1.81], [-1.34, -1.41, -2.58], [-2.82, -2.35, -2.82], [-3.95, 0.22, -0.33], [-4.35, -0.51, -1.89], [-2.94, 0.55, -1.73], [1.70, -2.24, -0.87], [2.17, -1.00, -0.37], [3.58, -0.90, -0.40], [3.98, 0.48, 0.09], [3.55, 1.51, -0.78], [4.41, 1.72, -1.88], [2.22, -3.08, -0.39], [1.85, -2.30, -1.95], [0.64, -2.30, -0.63], [3.96, -1.09, -1.41], [4.03, -1.66, 0.26], [5.07, 0.51, 0.22], [3.52, 0.67, 1.05], [5.42, 1.98, -1.54], [4.00, 2.54, -2.46], [4.49, 0.83, -2.52], [-1.42, 3.10, -1.02], [0.86, 3.81, -1.78], [1.78, 4.69, 0.64], [1.41, 2.75, 1.99], [1.13, 0.55, -6.70], [0.81, 0.57, -5.39], [1.75, 0.27, -4.39], [1.37, 0.29, -3.07], [0.13, 0.58, -2.66], [-0.77, 0.87, -3.61], [-0.49, 0.88, -4.95], [2.06, 0.34, -7.00], [0.45, 0.78, -7.40], [2.77, 0.03, -4.65], [2.09, 0.09, -2.29], [-1.76, 1.14, -3.27], [-1.27, 1.13, -5.66]],
  "homo_lumo_gap_ev": [7.45, 5.89],
  "spin_multiplicity": 2,
  "lumo_energy_ev": [-3.2, -4.8],
  "charge": 1,
  "homo_energy_ev": [-10.609, -10.662]
}

For each record above, in turn, the calculated energy values are -1512.9790, -1736.9753, -2223.1674, -2125.9869, -1432.1548, -8942.0170 a.u..